9
Properties=species:S:1:pos:R:3:forces:R:3 method="wB97M-V/def2-TZVPD" smiles="BOC=C" largest_force_ev_per_a=4.00 e_tot_ev=-4877.908 lumo_ha=0.033 e_above_lowest_kcal_mol=46.8 spin_multiplicity=1 charge=0 homo_lumo_gap_ev=10.88
B 1.536185 -0.325285 0.555581 0.397 0.271 -0.688
C -1.432451 -0.318455 0.458223 2.287 0.962 -0.650
C -0.627369 -0.047734 -0.596557 0.226 -1.117 1.546
O 0.802335 -0.401782 -0.547476 -3.673 0.543 -1.493
H 1.242485 0.306117 1.451540 -0.631 0.640 1.393
H 2.561156 -0.814442 0.418766 1.213 -0.626 0.162
H -2.458090 -0.082370 0.499458 -1.063 0.237 -0.561
H -1.022681 -0.521421 1.442841 0.216 -0.523 -0.243
H -1.052405 0.316306 -1.552658 1.028 -0.387 0.533